Model a:
Formula: CH5INP
Source: OMol25
Level of theory: ωB97M-V/def2-TZVPD

Cartesian coordinates (Å):
C 1.29620 0.03439 0.45037
N 0.13909 -0.39550 -0.21908
P -0.85515 0.28859 -1.42483
I -1.89208 -1.16828 1.70521
H 1.74732 -0.82968 0.82435
H 1.95743 0.42845 -0.33989
H 1.03394 0.70917 1.20761
H -2.02425 -0.44105 -1.49046
H -1.40250 1.37391 -0.71328

Values from the calculation:
total charge = 0

Model b:
Formula: CH5INP
Source: OMol25
Level of theory: ωB97M-V/def2-TZVPD

Cartesian coordinates (Å):
C -1.32159 0.83173 -0.81301
N 1.30729 -1.05960 1.75674
P 1.77382 -1.51630 0.33074
I 2.69763 0.66089 -0.37532
H -0.98320 1.20338 0.15992
H -2.35615 1.00849 -0.91847
H -1.26331 -0.38177 -0.66844
H 0.95341 -1.94599 2.18503
H -0.80791 1.19917 -1.65721

Values from the calculation:
SMILES = [H]/N=P/I.C
total charge = 0

Result of the stability comparison: model b is the most stable of them.

Model a:
Formula: C13H20O2
Source: OMol25
Level of theory: ωB97M-V/def2-TZVPD

Cartesian coordinates (Å):
C -3.31868 -0.28729 -0.70439
C -2.94383 -1.32325 0.36703
C -2.14099 -2.50975 -0.16210
C -0.74471 -2.06325 -0.51693
C 1.05967 -1.02183 0.31023
C 2.25870 -1.75609 0.43742
C 3.44950 -1.17397 0.09357
C 3.55786 0.14834 -0.34229
C 2.36714 0.82514 -0.55524
C 1.12017 0.28418 -0.21672
C -0.54594 1.60294 0.81518
C -1.27021 2.88487 0.53942
C -0.41356 3.92590 -0.26154
H -2.45837 0.42154 -0.86214
H -3.60557 -0.71974 -1.71335
H -4.15517 0.40148 -0.33692
H -2.39726 -0.74310 1.15830
H -3.82695 -1.72647 0.83082
H -2.65382 -2.78072 -1.11956
H -2.03311 -3.38650 0.47834
H -0.05570 -2.83126 -1.05020
H -0.77006 -1.24134 -1.24061
H 2.29615 -2.74416 0.87363
H 4.40900 -1.71277 0.16730
H 4.53274 0.65922 -0.60714
H 2.35328 1.87966 -0.89601
H -1.31092 0.91539 1.25403
H 0.25067 1.90872 1.58404
H -2.24715 2.65279 0.02805
H -1.54977 3.29724 1.49876
H -0.15524 3.51559 -1.25317
H -1.02400 4.85734 -0.33379
H 0.65241 4.07847 0.26609
O -0.12281 -1.55742 0.67163
O 0.01507 1.06781 -0.36517

Values from the calculation:
SMILES = CCCCOc1ccccc1OCCC
total charge = 0

Model b:
Formula: C13H20O2
Source: OMol25
Level of theory: ωB97M-V/def2-TZVPD

Cartesian coordinates (Å):
C 2.82188 -0.61406 0.55144
C 2.99981 -1.58613 -0.57571
C 1.89132 -2.56596 -0.03431
C 0.56705 -1.87648 0.57634
C -1.41155 -1.16674 -0.04977
C -2.30000 -2.11131 -0.16431
C -3.63557 -1.73601 -0.19870
C -4.06608 -0.40789 -0.01001
C -3.10829 0.50651 0.18239
C -1.70078 0.20618 0.24815
C -0.17260 1.64865 -0.72438
C 0.87826 2.76433 -0.40001
C 0.21928 4.07357 0.14338
H 1.83825 -0.26843 0.45014
H 2.94003 -0.94645 1.67125
H 3.36026 0.46458 0.84042
H 3.04244 -0.92131 -1.48921
H 4.02407 -2.02973 -0.78109
H 2.18027 -2.96315 0.87587
H 1.73422 -3.42742 -0.76155
H -0.05882 -2.62282 1.20960
H 0.88910 -1.06243 1.36669
H -1.78733 -3.25813 -0.44185
H -4.49135 -2.38935 -0.55551
H -5.20228 -0.11715 -0.10098
H -3.30580 1.36509 0.86381
H 0.45957 0.98561 -1.27587
H -1.03400 1.93857 -1.40782
H 1.41868 2.06619 0.66286
H 1.76725 2.93957 -1.15832
H 0.06852 4.22605 1.33633
H 0.66384 5.01587 -0.18615
H -0.67690 4.08931 -0.71642
O 0.00874 -1.35829 -0.52291
O -0.82151 1.13916 0.57621

Values from the calculation:
total charge = 0

Result of the stability comparison: model a is the most stable of them.

Model a:
Formula: CHN2O2P
Source: OMol25
Level of theory: ωB97M-V/def2-TZVPD

Cartesian coordinates (Å):
C -2.04271 -1.72593 0.31109
N -3.14194 -1.65245 -0.01020
N 0.75274 1.15337 -0.24299
O 1.59612 1.46561 -1.08247
O 0.01311 1.95860 0.28808
P 0.81038 -0.45504 0.67956
H 2.01231 -0.74417 0.05694

Values from the calculation:
total charge = 0

Model b:
Formula: CHN2O2P
Source: OMol25
Level of theory: ωB97M-V/def2-TZVPD

Cartesian coordinates (Å):
C 0.11067 -1.58081 0.51468
N -0.26961 -2.28551 -0.31952
N -0.65309 0.78985 -0.04584
O -1.25943 0.31414 -0.95753
O -0.50325 1.96187 0.23980
P 0.24837 -0.02492 1.29882
H 2.32635 0.82539 -0.73042

Values from the calculation:
total charge = 0

Result of the stability comparison: model b is the most stable of them.

Model a:
Formula: C4H6N3O3
Source: OMol25
Level of theory: ωB97M-V/def2-TZVPD

Cartesian coordinates (Å):
C 0.34187 1.04794 0.27029
C 0.49008 -0.48540 -1.37633
C 0.27903 -1.45567 -0.25308
C -1.32147 -1.60616 -0.22188
N 0.73655 -1.04577 0.99363
N 0.05780 2.13799 0.79809
N 0.58652 2.88826 1.74590
O 1.75810 3.25662 1.50611
O -0.12132 3.34171 2.65594
O 0.08526 0.80552 -0.98197
H 1.57384 -0.43524 -1.71989
H -0.09448 -0.90318 -2.34618
H 0.58524 -2.52615 -0.61680
H -1.78736 -0.63053 -0.01897
H -1.56040 -2.31473 0.71199
H -1.60926 -2.07521 -1.14685

Values from the calculation:
total charge = -1

Model b:
Formula: C4H6N3O3
Source: OMol25
Level of theory: ωB97M-V/def2-TZVPD

Cartesian coordinates (Å):
C -1.61378 -0.90912 1.24763
C -0.48268 -0.65483 2.03280
C -1.24545 -0.64775 -0.09888
C 0.54349 -0.21806 1.20699
N 0.04690 -0.24267 -0.07132
N 1.49209 1.23603 -0.99334
N 0.72043 0.00043 -1.22625
O 0.03384 0.30005 -2.25393
O -1.80767 -0.91008 -1.24187
O 1.85470 0.27627 1.37965
H -2.62138 -1.10840 1.52964
H -0.58952 -0.52914 3.08110
H 2.08265 1.40735 -1.80944
H 0.63662 1.84441 -1.21213
H -1.05019 -0.33868 -1.98222
H 1.99996 0.49419 0.41159

Values from the calculation:
total charge = -1

Result of the stability comparison: model b is the most stable of them.

Model a:
Formula: C41H10BrF19GeO5PRbS
Source: OMol25
Level of theory: ωB97M-V/def2-TZVPD

Cartesian coordinates (Å):
Rb -0.78284 0.06451 -0.66000
F 5.43309 -5.39829 0.64074
C 4.81928 -4.23919 0.37949
C 5.55864 -3.09759 0.15040
F 6.89622 -3.15211 0.19729
C 4.91111 -1.90602 -0.11416
F 5.69667 -0.83820 -0.29518
C 3.52779 -1.80114 -0.18510
P 2.61488 -0.20688 -0.59159
C 2.97939 0.69419 0.96046
C 1.98946 0.65272 1.94044
C 2.15529 1.31719 3.14561
C 3.31621 2.03919 3.38260
C 4.30994 2.07832 2.41574
C 4.14867 1.40318 1.21508
C 3.68798 0.47952 -1.89771
C 4.11820 -0.38226 -2.90638
C 4.84347 0.09770 -3.98822
C 5.14151 1.45001 -4.07242
C 4.69877 2.31381 -3.07848
C 3.96714 1.84268 -1.99623
C 2.79915 -2.96763 0.07337
Br 0.90811 -3.00384 0.15751
C 3.44207 -4.16630 0.34831
F 2.75448 -5.28814 0.59571
H 1.07310 0.10107 1.76031
H 1.36698 1.28859 3.88749
H 3.43732 2.58524 4.30970
H 5.20760 2.65984 2.58408
H 4.92396 1.45691 0.46309
H 3.88114 -1.44037 -2.85574
H 5.16800 -0.58511 -4.76462
H 5.70730 1.83035 -4.91480
H 4.90923 3.37416 -3.14519
H 3.58738 2.53975 -1.25431
O 0.83350 6.32182 0.80618
C 0.55236 5.22622 0.34452
C -0.83459 4.71176 0.07085
O -1.87835 5.29986 0.31761
C -0.68021 3.36750 -0.52791
C 0.73134 3.04894 -0.58447
O 1.17589 1.93456 -0.99747
C 1.51467 4.16832 -0.07991
O 2.75067 4.21953 -0.01551
O -1.59361 2.59822 -0.90492
F -5.56460 -4.93606 -1.96891
C -4.52651 -4.39915 -2.63818
C -3.55633 -3.69634 -1.94023
C -2.53003 -3.16578 -2.70021
F -1.55407 -2.42548 -2.15726
C -2.45766 -3.34996 -4.07354
F -1.44869 -2.83031 -4.77837
C -3.43941 -4.06673 -4.72462
F -3.37912 -4.24276 -6.04666
C -4.49374 -4.59574 -4.00215
F -5.45414 -5.28496 -4.63051
Ge -3.80666 -3.47624 0.03479
S -2.32610 -2.41418 1.06573
C -4.04364 -5.30230 0.80442
C -4.50327 -5.38904 2.10944
F -4.88103 -4.27922 2.75425
C -4.60719 -6.58674 2.78764
F -5.06116 -6.63558 4.04587
C -4.24060 -7.75618 2.14966
F -4.33856 -8.92677 2.78809
C -3.77026 -7.71248 0.85316
F -3.40894 -8.84750 0.24088
C -3.67314 -6.49197 0.20787
F -3.18714 -6.51085 -1.04467
C -5.61322 -2.60934 0.00652
C -5.66603 -1.30653 -0.46281
F -4.55859 -0.73359 -0.94944
C -6.83056 -0.56130 -0.48727
F -6.84642 0.68826 -0.94988
C -8.00210 -1.13736 -0.03445
F -9.14215 -0.44207 -0.05126
C -7.99732 -2.44214 0.41675
F -9.14167 -3.00230 0.83368
C -6.81421 -3.15706 0.42015
F -6.88840 -4.43476 0.83157

Values from the calculation:
total charge = -2

Model b:
Formula: C41H10BrF19GeO5PRbS
Source: OMol25
Level of theory: ωB97M-V/def2-TZVPD

Cartesian coordinates (Å):
Rb 0.60688 0.25113 -1.25204
F -2.35820 -5.84197 3.95512
C -2.11758 -5.14810 2.83702
C -2.45622 -5.67835 1.61046
F -3.02458 -6.88797 1.54473
C -2.20149 -4.95294 0.46122
F -2.54958 -5.53407 -0.69030
C -1.61784 -3.69420 0.48183
P -1.27603 -2.68726 -1.06747
C -0.12216 -3.86041 -1.86979
C 1.22121 -3.65933 -1.54919
C 2.21389 -4.43733 -2.12210
C 1.87268 -5.41809 -3.04218
C 0.54083 -5.62072 -3.37047
C -0.45383 -4.85251 -2.78357
C -2.91019 -2.86249 -1.87776
C -4.06051 -2.76008 -1.09507
C -5.31929 -2.75146 -1.67673
C -5.44435 -2.83895 -3.05637
C -4.30227 -2.91878 -3.84056
C -3.03807 -2.91933 -3.26508
C -1.27433 -3.18528 1.74045
Br -0.39659 -1.51888 1.95851
C -1.52503 -3.90183 2.89957
F -1.20546 -3.42352 4.10746
H 1.49512 -2.87354 -0.85215
H 3.25208 -4.25349 -1.87563
H 2.64623 -6.00189 -3.52513
H 0.27279 -6.35502 -4.11909
H -1.48286 -5.00231 -3.07449
H -3.97940 -2.68100 -0.01549
H -6.20015 -2.67078 -1.05059
H -6.42596 -2.83224 -3.51564
H -4.37979 -2.96678 -4.92001
H -2.15969 -2.93317 -3.90440
O 1.80296 -2.92922 -7.10492
C 1.50465 -2.25694 -6.13019
C 2.27579 -1.08287 -5.59753
O 3.31275 -0.63577 -6.06615
C 1.54119 -0.58306 -4.40936
C 0.38673 -1.42653 -4.21020
O -0.46020 -1.28441 -3.27112
C 0.30555 -2.42830 -5.26302
O -0.59079 -3.27075 -5.40924
O 1.85399 0.40102 -3.70009
F 0.36392 5.69631 3.00162
C -0.55718 4.97223 2.34068
C -0.25536 3.68125 1.94185
C -1.24670 3.02231 1.23782
F -1.03020 1.79610 0.75066
C -2.48019 3.59323 0.96605
F -3.40814 2.92572 0.27771
C -2.74393 4.87690 1.40254
F -3.92325 5.44579 1.14530
C -1.77201 5.57999 2.09280
F -2.01732 6.82996 2.50423
Ge 1.57378 2.94576 2.29383
S 2.00668 0.94270 1.82177
C 1.92024 3.30715 4.22712
C 3.22789 3.27613 4.68315
F 4.23078 3.08552 3.81665
C 3.56811 3.44995 6.01100
F 4.84764 3.43060 6.40488
C 2.56750 3.64851 6.94474
F 2.87505 3.81463 8.23457
C 1.24903 3.66392 6.53576
F 0.27401 3.84179 7.43601
C 0.95198 3.48769 5.19511
F -0.35224 3.48657 4.87049
C 2.56134 4.35211 1.25527
C 2.47020 4.29590 -0.13083
F 1.72399 3.34540 -0.71816
C 3.08545 5.20900 -0.96853
F 2.96744 5.12181 -2.29313
C 3.82978 6.23269 -0.41436
F 4.43910 7.12398 -1.19876
C 3.93072 6.33761 0.95923
F 4.64287 7.33689 1.49682
C 3.29284 5.41133 1.76427
F 3.41330 5.60238 3.08855

Values from the calculation:
total charge = -2

Result of the stability comparison: model b is the most stable of them.

Model a:
Formula: C8H12N4
Source: OMol25
Level of theory: ωB97M-V/def2-TZVPD

Cartesian coordinates (Å):
C 1.84703 -1.12473 -2.82099
C 1.08998 -1.74967 -1.68804
C -0.03934 -2.50015 -1.65659
C 0.78728 -2.25041 0.36628
N 1.60163 -1.60851 -0.40792
N -0.21880 -2.83498 -0.32870
H 1.23993 -1.11858 -3.72872
H 2.79210 -1.63749 -2.97997
H -0.70065 -2.90253 -2.40828
H 0.80500 -2.31151 1.44142
H -1.06777 -3.17748 0.08961
H 2.03884 -0.08805 -2.54362
C 0.10328 1.61985 -0.21022
C -0.74618 2.27007 3.15913
C -0.60616 1.86045 1.06673
C -1.92294 2.08894 1.31014
N 0.12416 1.99062 2.23959
N -2.00674 2.39269 2.66524
H -0.52890 2.45966 4.19922
H -2.82950 2.17053 3.20164
H -2.84369 1.87829 0.79119
H 1.17779 1.53014 -0.05098
H 0.05951 2.36265 -1.00139
H -0.15585 0.68019 -0.70477

Values from the calculation:
SMILES = Cc1c[nH]cn1.Cc1c[nH]cn1
total charge = 0

Model b:
Formula: C8H12N4
Source: OMol25
Level of theory: ωB97M-V/def2-TZVPD

Cartesian coordinates (Å):
C -1.31610 3.18331 -0.73512
C 1.26699 3.45121 -0.05598
C 0.15698 2.85414 -0.66563
C 1.81388 1.42214 -0.51951
N 2.34832 2.59997 0.05659
N 0.54482 1.63818 -1.03965
H 1.36279 4.42337 0.19099
H 3.20003 2.48304 0.68037
H -1.79364 2.96866 0.24744
H -1.84753 2.55791 -1.51235
H 2.29302 0.49486 -0.82385
H -1.62830 4.25775 -1.07514
C -0.21349 -2.23749 2.33273
C -0.33151 -2.65097 0.91299
C -1.42147 -3.33727 0.24096
C -0.14679 -2.40796 -1.29948
N 0.30728 -1.92952 -0.05124
N -1.06034 -3.37935 -1.18638
H 0.48983 -3.06546 2.76901
H -1.06000 -2.24830 2.75121
H -2.24888 -3.65151 0.84363
H 0.40851 -2.36216 -2.29561
H -1.64712 -3.65327 -1.98344
H 0.52273 -1.41127 2.21745

Values from the calculation:
SMILES = Cc1c[nH]cn1.Cc1c[nH]cn1
total charge = 0

Model c:
Formula: C8H12N4
Source: OMol25
Level of theory: ωB97M-V/def2-TZVPD

Cartesian coordinates (Å):
C 3.52152 0.12606 1.19681
C 3.15171 -0.85196 -1.29142
C 2.78688 -0.75118 0.08219
C 1.48687 -2.32482 -0.77867
N 2.27934 -1.82850 -1.80472
N 1.77224 -1.53561 0.36418
H 4.06625 -0.47987 -1.55657
H 2.32727 -2.14018 -2.64187
H 4.38101 0.53761 0.72752
H 3.64385 -0.54075 1.98720
H 0.93847 -3.17908 -0.76900
H 2.75619 1.02035 1.30178
C -3.74774 -0.19689 1.23580
C -2.75946 0.80840 0.82677
C -2.62880 2.77625 -0.25888
C -1.78035 0.62624 -0.07156
N -3.26729 2.14006 0.66689
N -1.85699 1.78599 -0.93168
H -2.98398 3.77656 -0.47758
H -3.24375 -1.22970 1.02135
H -4.60379 -0.25615 0.53767
H -1.01351 1.95446 -1.40825
H -1.17157 -0.24658 -0.29615
H -4.05436 0.00930 2.33818

Values from the calculation:
SMILES = Cc1c[nH]cn1.Cc1c[nH]cn1
total charge = 0

Result of the stability comparison: model a is the most stable of them.

Model a:
Formula: C5H8N2
Source: OMol25
Level of theory: ωB97M-V/def2-TZVPD

Cartesian coordinates (Å):
C -0.33045 -1.14546 0.29705
C 1.03491 -1.16420 0.23470
C -0.19240 1.10125 -0.10509
C 2.75284 0.62836 -0.06700
C -2.34934 0.14460 -0.03605
N -0.91023 0.07607 0.01886
N 1.57260 0.04784 0.01457
H -1.03030 -1.88502 0.34182
H 1.52679 -2.22868 0.29010
H -0.06481 2.00483 -0.77136
H 2.66593 1.71951 -0.23974
H 3.61019 0.05375 0.03103
H -2.73913 0.66729 1.01459
H -2.83026 -0.85439 -0.15974
H -2.71633 0.83427 -0.86373

Values from the calculation:
total charge = +2

Model b:
Formula: C5H8N2
Source: OMol25
Level of theory: ωB97M-V/def2-TZVPD

Cartesian coordinates (Å):
C 2.14522 -0.20244 -0.04201
C -2.12894 -0.29906 -0.12841
C 3.38593 0.15629 -0.63578
C -3.30048 0.13534 -0.68272
C -0.00203 -0.75211 1.18309
N 1.13381 -0.51294 0.51020
N -1.15053 -0.57949 0.44104
H 3.76170 1.19710 -0.40189
H 4.26127 -0.52839 -0.54485
H 3.17941 0.32008 -1.63863
H -2.92951 0.87612 -1.43255
H -3.98687 -0.59437 -1.15219
H -3.96888 0.56383 0.13776
H -0.23875 1.35987 2.18451
H -0.16135 -1.13983 2.20243

Values from the calculation:
total charge = +2

Result of the stability comparison: model a is the most stable of them.

Model a:
Formula: C4H9Cl
Source: OMol25
Level of theory: ωB97M-V/def2-TZVPD

Cartesian coordinates (Å):
C -0.70641 -1.18835 -0.52026
C -0.14312 0.00567 0.12148
C -0.49476 1.32680 -0.41646
C 1.26803 -0.19128 0.61921
H -0.06398 -1.87586 -1.32064
H -1.09201 -2.00958 0.37693
H -1.75389 -1.05950 -1.01288
H -0.70330 0.05199 1.17943
H -1.65403 1.52368 -0.47097
H 0.02216 2.00270 0.17523
H 0.15915 1.61665 -1.28890
H 1.08065 0.77470 1.48431
H 1.33520 -0.93646 1.49171
Cl 2.74632 -0.04116 -0.41820

Values from the calculation:
SMILES = CC(C)CCl
total charge = 0

Model b:
Formula: C4H9Cl
Source: OMol25
Level of theory: ωB97M-V/def2-TZVPD

Cartesian coordinates (Å):
C 1.09777 -0.58070 0.75109
C 0.07196 0.06506 -0.22629
C -0.54525 1.23400 0.47808
C -0.85584 -0.94255 -1.08689
H 1.75890 0.30382 1.18449
H 0.62348 -1.17399 1.61050
H 1.84629 -1.11389 0.21757
H -1.07794 1.80281 -0.35109
H -1.36158 0.87938 1.09454
H 0.10990 1.90476 1.16356
H -1.16521 -0.27429 -1.83320
H 0.01421 -1.60203 -1.02321
H -1.74738 -1.21556 -0.57408
Cl 1.23070 0.71317 -1.40508

Values from the calculation:
SMILES = CC(C)(C)Cl
total charge = 0

Result of the stability comparison: model b is the most stable of them.